Model i:
C2H4NO2S | ωB97M-V/def2-TZVPD

CARTESIAN COORDINATES (ANGSTROEM)
C (-1.349, 0.070, -0.149)
N (0.047, 0.282, -0.125)
S (0.597, 1.786, -0.583)
C (0.948, -0.648, 0.358)
O (0.572, -1.713, 0.764)
O (2.256, -0.346, 0.244)
H (-1.538, -0.985, -0.297)
H (-1.764, 0.278, 0.733)
H (-1.860, 0.650, -0.929)
H (2.091, 0.625, -0.016)

For the gap between HOMO and LUMO, the calculation gives 6.46 eV. Its SMILES is CN([S-])C(=O)O. The net charge is -1. As for the HOMO energy: -2.5 eV.

Löwdin population analysis, charges in e, atoms 1 to 2: -0.18, -0.61

***

Model ii:
C2H4NO2S | ωB97M-V/def2-TZVPD

CARTESIAN COORDINATES (ANGSTROEM)
C (0.156, 1.178, 0.627)
C (1.012, 0.205, -0.131)
N (-0.018, 0.141, -1.068)
O (-1.300, -1.070, 0.906)
O (-1.057, -2.301, -1.201)
S (-1.455, -1.040, -0.580)
H (-0.659, 0.710, 1.236)
H (0.114, 2.234, 0.444)
H (1.931, 0.689, -0.667)
H (1.276, -0.746, 0.434)

For the gap between HOMO and LUMO (spin up / spin down), the calculation gives 7.77 / 7.77 eV. The net charge is -1. As for the HOMO energy (spin up / spin down): -3.5 / -3.5 eV.

Löwdin population analysis, charges in e, atoms 1 to 2: -0.01, -0.51

***

Which of them is most stable? Easy: model i.

***

Model i:
C2H4NO2S | ωB97M-V/def2-TZVPD

CARTESIAN COORDINATES (ANGSTROEM)
C (1.217, -1.026, 0.603)
C (-1.219, -0.778, -0.469)
N (2.242, -0.490, 0.215)
O (-2.055, 1.485, -1.525)
O (-1.932, 1.147, 1.053)
S (-1.376, 0.915, -0.279)
H (1.105, -1.640, 1.487)
H (-1.183, -0.982, -1.568)
H (3.214, -0.295, 0.608)
H (-0.012, 1.665, -0.124)

For the gap between HOMO and LUMO (spin up / spin down), the calculation gives 7.20 / 7.31 eV. The net charge is -1. As for the HOMO energy (spin up / spin down): -3.3 / -3.5 eV.

Löwdin population analysis, charges in e, atoms 1 to 2: -0.16, -0.28

***

Model ii:
C2H4NO2S | ωB97M-V/def2-TZVPD

CARTESIAN COORDINATES (ANGSTROEM)
H (-2.635, 0.660, -0.009)
N (-1.915, 0.032, -0.316)
C (-0.872, 0.583, -0.618)
C (0.616, -0.403, -1.028)
S (1.216, -0.192, 0.617)
O (2.676, -0.425, 0.740)
O (0.711, 0.984, 1.312)
H (-0.761, 1.644, -0.867)
H (0.278, -1.477, -1.281)
H (0.686, -1.407, 1.451)

For the gap between HOMO and LUMO, the calculation gives 7.59 eV. Its SMILES is [H]/N=C/C=[S@@H](=O)[O-]. The net charge is -1. As for the HOMO energy: -3.5 eV.

Löwdin population analysis, charges in e, atoms 1 to 2: 0.02, 0.02

***

Which of them is most stable? Easy: model ii.

***

Model i:
C4H12NO2P | ωB97M-V/def2-TZVPD

CARTESIAN COORDINATES (ANGSTROEM)
C (2.006, 0.322, -0.719)
C (0.808, 0.658, -1.497)
C (0.671, 2.135, -1.752)
N (0.030, -0.209, -1.939)
H (1.884, 0.962, 0.126)
H (2.811, 0.612, -1.394)
H (2.044, -0.764, -0.385)
H (-0.287, 2.251, -2.090)
H (0.788, 2.497, -0.815)
H (1.438, 2.363, -2.405)
H (-0.844, 0.120, -2.350)
C (-2.321, -1.138, 2.303)
P (-0.774, -0.642, 1.421)
O (0.315, -1.218, 2.444)
O (-0.840, -1.803, 0.253)
H (-2.377, -0.660, 3.364)
H (-3.134, -0.805, 1.668)
H (-2.349, -2.171, 2.366)
H (0.069, -1.816, 3.071)
H (-0.605, -1.442, -0.533)

For the gap between HOMO and LUMO, the calculation gives 9.79 eV. Its SMILES is CC(C)=N.CP(O)O. The net charge is 0. As for the HOMO energy: -8.8 eV.

Löwdin population analysis, charges in e, atoms 1 to 2: -0.06, -0.53

***

Model ii:
C4H12NO2P | ωB97M-V/def2-TZVPD

CARTESIAN COORDINATES (ANGSTROEM)
C (-0.973, 0.120, -1.429)
C (-1.147, 1.755, 0.682)
C (1.760, -1.869, -0.580)
C (-0.699, 0.410, 0.008)
N (-1.162, -0.757, 0.730)
O (1.629, 0.481, 1.661)
O (1.838, 1.621, -0.685)
P (1.282, 0.460, 0.026)
H (-2.060, 0.101, -1.623)
H (-0.470, -0.875, -1.669)
H (-0.531, 0.871, -2.161)
H (-0.885, 1.729, 1.695)
H (-0.787, 2.669, 0.280)
H (-2.194, 1.713, 0.535)
H (1.597, -2.417, 0.310)
H (1.061, -2.008, -1.397)
H (2.736, -2.162, -0.977)
H (-2.098, -0.481, 1.124)
H (-0.540, -0.900, 1.450)
H (1.641, -0.460, 2.020)

For the gap between HOMO and LUMO, the calculation gives 9.57 eV. The net charge is 0. As for the HOMO energy: -9.2 eV.

Löwdin population analysis, charges in e, atoms 1 to 2: -0.12, -0.04

***

Model iii:
C4H12NO2P | ωB97M-V/def2-TZVPD

CARTESIAN COORDINATES (ANGSTROEM)
C (-2.165, 0.064, -1.400)
C (-2.084, 0.021, 0.118)
C (-0.955, -0.800, 0.687)
C (0.990, 0.029, -0.256)
N (1.546, -0.834, -1.160)
O (3.429, 0.753, 0.500)
O (1.393, 1.576, 2.014)
P (2.017, 0.113, 1.285)
H (-2.431, -0.884, -1.649)
H (-2.880, 0.787, -1.755)
H (-1.207, 0.308, -1.804)
H (-3.039, -0.455, 0.458)
H (-1.801, 1.074, 0.501)
H (-0.858, -1.869, 0.405)
H (-0.832, -0.735, 1.675)
H (0.550, 0.885, -0.798)
H (0.949, -0.886, -2.054)
H (4.017, 1.070, 1.219)
H (1.969, -1.695, -1.013)
H (1.394, 1.479, 3.028)

For the gap between HOMO and LUMO, the calculation gives 8.15 eV. The net charge is 0. As for the HOMO energy: -7.4 eV.

Löwdin population analysis, charges in e, atoms 1 to 2: -0.12, -0.32

***

Which of them is most stable? Easy: model i.

***

Model i:
H4O3SSi | ωB97M-V/def2-TZVPD

CARTESIAN COORDINATES (ANGSTROEM)
O (0.471, -1.621, 0.426)
O (1.143, 0.885, 0.821)
O (-1.961, 0.142, 0.389)
Si (0.233, -0.114, -0.032)
S (0.114, 0.183, -2.167)
H (-0.363, -2.179, 0.661)
H (1.247, 0.519, 1.749)
H (-1.805, 1.013, 0.586)
H (0.921, 1.171, -2.432)

For the gap between HOMO and LUMO, the calculation gives 9.78 eV. The net charge is 0. As for the HOMO energy: -9.8 eV.

Löwdin population analysis, charges in e, atoms 1 to 2: -0.16, -0.13

***

Model ii:
H4O3SSi | ωB97M-V/def2-TZVPD

CARTESIAN COORDINATES (ANGSTROEM)
O (0.753, -0.329, 1.535)
O (0.794, -0.982, -1.049)
O (0.601, 1.606, -0.151)
Si (0.223, 0.060, 0.053)
S (-2.593, -0.022, -0.054)
H (1.023, 0.398, 2.108)
H (1.000, -1.892, -0.977)
H (0.256, 2.255, -0.809)
H (-2.057, -1.093, -0.657)

For the gap between HOMO and LUMO, the calculation gives 8.55 eV. The net charge is 0. As for the HOMO energy: -8.7 eV.

Löwdin population analysis, charges in e, atoms 1 to 2: -0.10, -0.07

***

Which of them is most stable? Easy: model ii.

***

Model i:
C2H3F2N | ωB97M-V/def2-TZVPD

CARTESIAN COORDINATES (ANGSTROEM)
F (-1.102, 2.252, -0.077)
C (-0.491, 1.122, 0.064)
N (-0.672, -0.084, 0.318)
C (0.751, 0.412, -0.008)
H (1.155, 0.125, -0.969)
H (1.452, 0.476, 0.812)
F (-3.466, -0.682, -0.038)
H (-2.555, -0.729, 0.202)

For the gap between HOMO and LUMO, the calculation gives 12.34 eV. Its SMILES is FC1=NC1.F. The net charge is 0. As for the HOMO energy: -11.6 eV.

Löwdin population analysis, charges in e, atoms 1 to 2: 0.18, -0.40

***

Model ii:
C2H3F2N | ωB97M-V/def2-TZVPD

CARTESIAN COORDINATES (ANGSTROEM)
C (-0.041, -0.084, -0.480)
C (0.516, 0.895, 0.435)
N (-0.432, 1.316, -0.495)
F (2.102, 1.422, -0.093)
F (-1.684, 1.592, 0.066)
H (0.515, -0.365, -1.363)
H (-0.705, -0.839, -0.078)
H (0.551, 0.990, 1.501)

For the gap between HOMO and LUMO, the calculation gives 11.41 eV. The net charge is 0. As for the HOMO energy: -11.1 eV.

Löwdin population analysis, charges in e, atoms 1 to 2: -0.05, -0.07

***

Which of them is most stable? Easy: model i.

***

Model i:
C4H8ClNO | ωB97M-V/def2-TZVPD

CARTESIAN COORDINATES (ANGSTROEM)
C (0.069, 1.389, -0.549)
C (0.208, 0.031, 0.170)
C (-0.949, -0.185, 1.117)
C (0.380, -1.179, -0.854)
Cl (-1.134, -1.374, -1.830)
N (1.396, 0.300, 0.983)
O (2.291, -0.513, 0.870)
H (0.931, 2.079, -0.392)
H (0.032, 1.152, -1.640)
H (-0.803, 1.881, -0.245)
H (-0.898, 0.332, 2.144)
H (-1.267, -1.202, 1.388)
H (-1.883, 0.361, 0.709)
H (0.440, -2.090, -0.336)
H (1.186, -0.982, -1.535)

For the gap between HOMO and LUMO, the calculation gives 9.42 eV. Its SMILES is CC(C)(CCl)N=O. The net charge is 0. As for the HOMO energy: -9.4 eV.

Löwdin population analysis, charges in e, atoms 1 to 2: -0.04, -0.62

***

Model ii:
C4H8ClNO | ωB97M-V/def2-TZVPD

CARTESIAN COORDINATES (ANGSTROEM)
C (-1.157, -0.650, -0.287)
C (-0.051, 0.866, 1.033)
C (-1.575, 0.952, -2.006)
C (1.206, 0.010, 0.989)
N (-0.904, 0.067, -1.346)
O (-0.156, 1.919, 0.396)
Cl (-3.082, 1.476, -1.487)
H (-0.477, -1.509, 0.138)
H (-2.135, -0.460, 0.063)
H (-0.712, 0.628, 1.998)
H (-1.138, 1.367, -2.831)
H (1.946, 0.553, 1.749)
H (1.605, -0.046, 0.009)
H (1.032, -0.838, 1.657)
H (-0.028, -0.024, -1.903)

For the gap between HOMO and LUMO, the calculation gives 7.91 eV. The net charge is 0. As for the HOMO energy: -7.3 eV.

Löwdin population analysis, charges in e, atoms 1 to 2: -0.11, -0.44

***

Which of them is most stable? Easy: model i.